{
  "formula": "C2H6N5",
  "method": "ωB97M-V with the def2-TZVPD basis set",
  "charge": 1,
  "lumo_ev": [-5.4, -7.5],
  "homo_energy_ev": [-14.60, -14.49],
  "e_above_lowest_kcal_mol": 169.9,
  "species": ["C", "C", "N", "N", "N", "N", "N", "H", "H", "H", "H", "H", "H"],
  "positions_angstrom": [[2.780, 0.420, -0.146], [-0.568, 0.972, 0.338], [3.152, -0.714, 0.256], [1.593, 0.993, -0.190], [0.704, -1.067, -0.070], [0.607, 0.199, 0.077], [-0.288, -1.903, -0.100], [3.494, 1.227, -0.085], [-1.421, 0.854, -0.443], [-0.974, 0.966, 1.405], [-0.289, 2.057, 0.236], [-1.204, -1.547, -0.502], [0.062, -2.812, 0.047]],
  "mulliken_charge": [0.139, -0.729, -0.234, -0.638, -0.222, 1.149, -0.408, 0.357, 0.330, 0.310, 0.341, 0.315, 0.291]
}

=====

{
  "formula": "C2H6N5O2",
  "method": "ωB97M-V with the def2-TZVPD basis set",
  "charge": 1,
  "smiles": "C/[NH+]=C(/N)O/N=N/N=O",
  "lumo_ev": -4.6,
  "homo_energy_ev": -13.78,
  "e_above_lowest_kcal_mol": 113.7,
  "species": ["C", "C", "N", "N", "N", "N", "N", "O", "O", "H", "H", "H", "H", "H", "H"],
  "positions_angstrom": [[-0.300, -0.105, 0.438], [-2.114, 0.784, -0.878], [3.061, -0.417, -0.115], [1.605, 1.339, 0.350], [0.360, -1.051, 1.141], [2.261, 0.397, -0.164], [-1.514, -0.242, -0.037], [3.943, -0.961, -0.680], [0.249, 1.053, 0.171], [-1.213, 1.283, -1.263], [-2.772, 1.583, -0.434], [-2.433, 0.182, -1.787], [1.130, -0.902, 1.846], [-0.160, -1.912, 1.453], [-2.103, -1.032, -0.042]],
  "mulliken_charge": [0.786, -0.781, 0.378, -0.378, -0.459, 0.523, -0.142, -0.444, -0.231, 0.297, 0.282, 0.369, 0.306, 0.267, 0.229]
}

=====

{
  "formula": "C2H6N7O4",
  "method": "ωB97M-V with the def2-TZVPD basis set",
  "charge": 1,
  "lumo_ev": [-4.0, -5.4],
  "homo_energy_ev": [-12.56, -11.48],
  "e_above_lowest_kcal_mol": 34.9,
  "species": ["C", "C", "N", "N", "N", "N", "N", "N", "N", "O", "O", "O", "O", "H", "H", "H", "H", "H", "H"],
  "positions_angstrom": [[0.728, 1.239, -0.346], [-0.681, 0.788, -0.715], [-0.918, -0.124, 0.464], [0.058, -0.022, 1.403], [1.028, 0.733, 0.832], [1.491, 1.985, -1.121], [-0.781, 0.261, -2.010], [-1.664, -1.257, 0.452], [0.749, -2.142, 2.171], [-2.508, -1.338, -0.394], [-1.379, -2.060, 1.324], [1.298, -2.614, 1.288], [0.500, -2.042, 3.269], [-1.382, 1.632, -0.614], [1.856, 0.911, 1.389], [1.154, 2.252, -2.033], [2.429, 2.245, -0.856], [-0.244, -0.580, -2.180], [-1.735, 0.134, -2.321]],
  "mulliken_charge": [0.320, 0.119, 0.379, -0.781, 0.211, -0.362, -0.565, 1.080, 1.071, -0.632, -0.616, -0.401, -0.398, 0.337, 0.225, 0.251, 0.243, 0.239, 0.277]
}

=====

{
  "formula": "C2H6NO",
  "method": "ωB97M-V with the def2-TZVPD basis set",
  "charge": -1,
  "lumo_ev": 4.4,
  "homo_energy_ev": -1.48,
  "e_above_lowest_kcal_mol": 107.0,
  "species": ["C", "O", "C", "N", "H", "H", "H", "H", "H", "H"],
  "positions_angstrom": [[-0.921, -0.002, -0.084], [-1.563, -0.493, -1.303], [0.602, -0.296, 0.173], [1.481, 0.666, 0.953], [-1.044, 1.095, 0.185], [-0.776, 0.278, -1.363], [0.730, -0.761, 1.128], [0.820, -1.000, -0.667], [-1.414, -0.593, 0.704], [2.085, 1.106, 0.275]],
  "mulliken_charge": [-0.524, -0.541, -0.723, -0.751, 0.267, 0.346, 0.330, 0.342, 0.287, -0.032]
}

=====

{
  "formula": "C2H6NO",
  "method": "ωB97M-V with the def2-TZVPD basis set",
  "charge": -1,
  "smiles": "CNC[O-]",
  "lumo_ev": 4.8,
  "homo_energy_ev": -2.11,
  "e_above_lowest_kcal_mol": 16.2,
  "species": ["C", "N", "C", "O", "H", "H", "H", "H", "H", "H"],
  "positions_angstrom": [[0.005, -1.081, -0.586], [0.696, -0.183, 0.331], [-0.262, 0.983, 0.606], [-0.490, 1.735, -0.432], [0.034, -0.575, -1.582], [0.540, -2.035, -0.450], [-1.058, -1.197, -0.313], [1.472, 0.118, -0.284], [-1.170, 0.606, 1.303], [0.232, 1.629, 1.406]],
  "mulliken_charge": [-0.712, -0.532, -0.350, -0.841, 0.275, 0.247, 0.243, 0.236, 0.195, 0.240]
}

=====

{
  "formula": "C2H6NO2",
  "method": "ωB97M-V with the def2-TZVPD basis set",
  "multiplicity": 3,
  "charge": 1,
  "lumo_ev": [-3.7, -11.5],
  "homo_energy_ev": [-8.49, -18.71],
  "e_above_lowest_kcal_mol": 38.0,
  "s2": 2.01,
  "species": ["C", "C", "N", "O", "O", "H", "H", "H", "H", "H", "H"],
  "positions_angstrom": [[-1.302, 0.611, -0.043], [-0.139, -0.261, -0.216], [1.229, 0.120, 0.463], [-0.486, 0.533, -1.224], [-0.124, -1.589, -0.275], [-2.389, 0.226, 0.026], [-1.244, 1.533, 0.447], [1.328, 1.135, 0.860], [1.920, 0.086, -0.296], [1.411, -0.504, 1.354], [-0.205, -1.890, -1.095]],
  "mulliken_charge": [-0.686, -0.066, -0.661, 0.015, 0.162, 0.268, 0.335, 0.393, 0.523, 0.450, 0.267]
}

=====

{
  "formula": "C2H6NO2P",
  "method": "ωB97M-V with the def2-TZVPD basis set",
  "lumo_ev": -0.6,
  "homo_energy_ev": -9.29,
  "e_above_lowest_kcal_mol": 112.7,
  "species": ["C", "C", "N", "O", "O", "P", "H", "H", "H", "H", "H", "H"],
  "positions_angstrom": [[-0.516, -0.255, -0.935], [1.694, -0.420, 0.317], [0.381, 0.053, -0.010], [-0.248, -0.239, -2.147], [-0.406, 0.406, 1.565], [-2.220, -0.222, -0.338], [2.223, 0.397, 0.814], [1.580, -1.254, 1.077], [2.235, -0.630, -0.574], [0.327, 1.076, 1.758], [-2.579, 0.047, -1.598], [-2.472, 1.042, 0.071]],
  "mulliken_charge": [0.527, -0.762, 0.020, -0.580, -0.504, -0.090, 0.256, 0.284, 0.424, 0.348, 0.032, 0.046]
}

=====

{
  "formula": "C2H6NO2P",
  "method": "ωB97M-V with the def2-TZVPD basis set",
  "multiplicity": 3,
  "lumo_ev": [0.8, -1.4],
  "homo_energy_ev": [-6.76, -10.08],
  "e_above_lowest_kcal_mol": 29.3,
  "s2": 2.01,
  "species": ["C", "C", "N", "O", "O", "P", "H", "H", "H", "H", "H", "H"],
  "positions_angstrom": [[-1.348, 0.694, -0.308], [1.492, 0.316, -0.394], [-2.008, 0.155, 0.643], [1.346, 1.253, 0.636], [-0.292, -1.842, -0.009], [-0.109, -0.525, -0.706], [2.115, -0.447, 0.006], [1.933, 0.803, -1.318], [0.981, 0.672, 1.316], [-2.556, 0.558, 1.387], [-1.566, -0.808, 0.852], [0.011, -0.829, -2.105]],
  "mulliken_charge": [-0.057, -0.420, -0.315, -0.474, -0.699, 0.439, 0.283, 0.339, 0.307, 0.215, 0.323, 0.059]
}